Entry from the OMol25 dataset: a molecular structure, C2HF7NO4S2Y in a non-equilibrium geometry (ωB97M-V with the def2-TZVPD basis set).

Output
Kohn-Sham gap   8.06 eV
Electronic energy   -53500.6462 eV

```
! wB97M-V def2-TZVPD RIJCOSX def2/J DEFGRID3
* xyz 0 1
Y -0.7391 -0.8095 -2.1699
F -0.4764 -0.4859 2.9862
C -1.5973 -0.1274 2.2927
F -2.5250 -1.0971 2.5345
F -2.0611 1.0085 2.8936
S -1.2595 0.1150 0.5115
O -0.7853 -1.1831 0.0313
O -2.5349 0.5495 -0.0627
N -0.1652 1.2476 0.6757
S 0.8585 1.3117 -0.5351
O 0.3176 1.1181 -1.8812
O 1.7460 2.4793 -0.4388
C 1.9334 -0.1465 -0.1685
F 3.2613 0.1693 -0.2909
F 1.7358 -1.2102 -0.9937
F 1.7905 -0.5912 1.1165
F 1.2106 -1.8578 -2.3069
H -0.7098 -0.4904 -4.1945
*
```